This record from OMol25 describes the ion C5H9ClN3O2 with charge +1. The level of theory is wB97M-V/def2-TZVPD.

```
20
Properties=species:S:1:pos:R:3:forces:R:3:lowdin_spin:R:1
C -0.566 2.014 -1.179 7.998 2.223 2.673 0.43
C 0.720 0.557 0.346 0.754 2.483 0.509 0.21
C -1.342 -0.717 0.492 -0.288 -0.787 0.368 0.04
C 2.354 -0.252 2.049 -0.817 -2.266 -1.289 0.01
C -1.008 -2.136 -1.286 -2.035 0.472 -1.333 0.01
N -0.132 -0.419 0.289 -0.202 -1.091 -0.186 0.17
N 0.578 1.632 -0.473 1.166 2.524 0.218 0.06
N -1.518 1.253 -1.314 -4.122 -2.610 -1.468 0.85
O 1.753 0.683 1.154 0.459 1.056 -0.484 0.09
O -1.854 -1.717 -0.174 -0.544 0.285 0.546 0.00
Cl -2.371 -0.024 1.713 0.337 -0.243 -0.652 0.03
H -0.351 3.042 -1.371 -1.295 0.816 -1.178 0.07
H 3.417 0.013 2.063 -0.411 -0.185 0.228 0.00
H 2.193 -1.306 1.593 0.493 1.567 1.065 0.00
H 1.845 -0.162 3.010 0.330 -0.125 0.010 0.00
H -0.048 -2.408 -0.886 0.149 -0.728 -0.433 0.00
H -0.970 -1.248 -1.905 0.824 0.352 -0.133 0.00
H -1.650 -2.769 -1.962 1.012 -0.326 1.436 0.00
H 1.319 2.465 -0.426 -1.930 -2.959 0.248 0.00
H -2.371 1.499 -1.732 -1.878 -0.462 -0.147 0.04
```
Positions in Å, forces in eV/Å.

## Properties
* charge: +1
* spin multiplicity: 3
* orbital gap (alpha / beta): 6.61 / 7.08 eV
* lowest unoccupied orbital energy (alpha / beta): -3.07 / -7.70 eV

This record from OMol25 describes a structure of composition C23H16F3N7O4RhS. The level of theory is wB97M-V/def2-TZVPD.

```
55
Properties=species:S:1:pos:R:3:forces:R:3:nbo_charge:R:1
Rh 0.947 0.458 -0.263 0.270 -1.497 0.057 1.15
O 1.221 -1.928 -0.350 -0.062 0.192 -0.022 -0.94
S -0.224 -2.097 -0.591 0.042 0.041 -0.307 2.32
O -0.687 -2.546 -1.864 0.116 -0.042 0.029 -0.89
N -0.683 -0.604 -0.226 -0.693 0.063 0.438 -0.84
C -1.890 0.070 -0.403 0.396 0.147 -0.072 0.13
C -3.143 -0.417 -0.646 -0.067 0.023 0.018 -0.22
C -4.217 0.496 -0.783 0.036 -0.012 0.009 -0.16
C -4.035 1.848 -0.698 0.012 -0.039 -0.022 -0.20
C -2.740 2.371 -0.467 -0.046 0.085 0.042 -0.09
C -2.423 3.747 -0.430 -0.026 -0.026 -0.016 -0.06
C -1.130 4.148 -0.236 -0.005 -0.023 0.018 -0.26
C -0.127 3.180 -0.088 -0.038 0.060 0.147 0.10
N -0.392 1.892 -0.110 -0.025 0.790 -0.483 -0.36
C -1.686 1.467 -0.307 0.069 -0.085 0.074 0.23
C -0.915 -3.165 0.617 0.068 -0.084 0.073 -0.30
C -0.724 -2.900 1.969 0.028 -0.011 -0.061 -0.21
C -1.273 -3.754 2.906 -0.005 0.002 0.021 -0.20
C -2.001 -4.864 2.489 -0.004 -0.006 0.009 -0.17
C -2.176 -5.125 1.139 0.005 0.002 -0.005 -0.20
C -1.630 -4.274 0.188 -0.051 0.033 0.016 -0.18
H -3.313 -1.480 -0.751 -0.004 0.004 -0.002 0.24
H -5.206 0.102 -0.973 0.005 -0.002 -0.012 0.23
H -4.864 2.531 -0.830 -0.005 -0.009 0.011 0.23
H -3.210 4.476 -0.576 0.004 -0.002 0.017 0.24
H -0.855 5.192 -0.217 -0.007 -0.001 0.007 0.25
H 0.908 3.465 0.056 0.008 -0.026 -0.087 0.22
H -0.136 -2.043 2.267 0.008 -0.009 0.012 0.21
H -1.135 -3.565 3.963 0.006 -0.003 -0.007 0.22
H -2.430 -5.531 3.225 0.004 0.003 -0.003 0.23
H -2.737 -5.994 0.822 0.004 0.007 -0.001 0.23
H -1.755 -4.455 -0.870 0.008 -0.004 0.013 0.25
N 1.559 0.679 3.880 0.015 -0.011 0.011 -0.31
C 0.655 0.510 2.915 -0.028 0.087 0.035 0.23
N 1.278 0.594 1.757 0.103 -0.237 0.014 -0.47
C 2.588 0.816 2.089 0.222 0.143 -0.254 0.29
N 2.793 0.875 3.375 -0.069 -0.004 0.078 -0.21
C 3.577 0.970 1.008 -0.249 -0.120 0.258 0.12
C 4.935 1.133 1.194 0.178 0.024 -0.100 0.04
N 5.766 1.216 0.154 -0.152 -0.039 0.160 -0.32
C 5.238 1.114 -1.055 -0.006 0.024 -0.127 0.03
C 3.866 0.961 -1.265 0.093 -0.001 0.013 0.05
N 3.049 0.903 -0.224 -0.155 0.562 0.091 -0.43
H 1.421 0.676 4.879 -0.009 0.006 0.008 0.44
H -0.401 0.356 3.070 0.018 -0.034 0.000 0.25
H 5.354 1.201 2.190 0.008 -0.019 -0.012 0.23
H 5.915 1.167 -1.898 -0.015 -0.012 -0.001 0.23
H 3.420 0.873 -2.247 0.014 0.017 0.001 0.25
F 1.747 -0.139 -4.661 0.004 0.014 -0.007 -0.31
C 0.648 0.614 -4.556 -0.025 0.014 -0.018 0.89
F -0.373 -0.053 -5.100 0.033 0.011 -0.004 -0.30
F 0.848 1.733 -5.261 -0.006 -0.030 -0.005 -0.31
C 0.306 0.980 -3.089 0.029 -0.111 0.058 0.70
O -0.561 1.793 -2.881 0.022 -0.004 -0.008 -0.61
O 1.034 0.326 -2.237 -0.077 0.151 -0.106 -0.69
```
Positions in Å, forces in eV/Å.

## Properties
* charge: +1
* orbital gap: 7.09 eV
* lowest unoccupied orbital energy: -4.03 eV

This record from OMol25 describes a structure of composition C34H31AsBr2F4PTi. The level of theory is wB97M-V/def2-TZVPD.

```
74
Properties=species:S:1:pos:R:3:forces:R:3:lowdin_spin:R:1
Ti 0.180 0.638 -1.223 -0.050 -0.161 0.210 1.00
Br 2.500 1.274 -1.607 -0.113 0.065 -0.023 0.02
C -0.577 0.495 -3.311 0.009 0.023 -0.080 0.46
C -0.443 0.712 -4.631 0.071 0.029 -0.019 0.07
C -1.613 0.562 -5.425 -0.068 -0.018 0.024 0.03
C -2.794 0.192 -4.847 0.013 0.005 -0.003 0.00
C -2.904 -0.044 -3.453 0.056 -0.008 0.042 0.06
C -4.088 -0.499 -2.829 0.036 0.005 0.000 0.00
C -4.118 -0.779 -1.490 0.002 0.004 -0.010 0.01
C -2.973 -0.591 -0.684 0.001 -0.018 0.028 0.01
C -1.802 -0.138 -1.226 0.101 0.103 -0.058 0.12
C -1.745 0.114 -2.622 -0.157 -0.067 -0.094 0.11
H 0.502 0.992 -5.078 -0.009 -0.005 -0.003 0.01
H -1.552 0.739 -6.491 -0.005 -0.003 0.012 0.00
H -3.680 0.054 -5.457 0.026 0.005 -0.008 0.00
H -4.972 -0.636 -3.441 0.005 0.000 0.013 0.00
H -5.032 -1.139 -1.035 0.007 0.003 -0.015 0.00
H -3.045 -0.801 0.377 -0.007 -0.003 -0.006 0.00
F 1.566 7.039 1.545 0.014 0.006 0.007 0.00
C 1.288 5.749 1.506 0.073 0.096 0.133 0.00
C 1.629 4.932 2.569 0.001 0.092 -0.062 0.00
F 2.229 5.443 3.630 0.022 0.010 0.042 0.00
C 1.322 3.584 2.516 -0.055 -0.076 -0.039 0.00
F 1.618 2.850 3.587 0.042 -0.033 0.003 0.00
C 0.705 3.009 1.414 -0.064 -0.120 0.019 0.00
P 0.261 1.223 1.366 0.235 -0.005 -0.063 0.03
C 1.645 0.332 2.134 -0.130 -0.032 0.067 0.01
C 2.963 0.696 1.871 0.043 0.024 0.004 0.00
C 4.006 -0.077 2.356 -0.004 0.013 0.002 0.00
C 3.742 -1.219 3.102 0.048 0.015 -0.001 0.00
C 2.432 -1.587 3.364 -0.042 0.002 -0.006 0.00
C 1.383 -0.817 2.878 0.029 0.031 -0.010 0.00
C -1.144 1.174 2.510 -0.095 0.060 -0.139 0.00
C -1.012 1.071 3.894 -0.021 0.023 0.032 0.00
C -2.140 1.148 4.699 0.100 -0.014 -0.004 0.00
C -3.392 1.345 4.134 -0.068 0.019 -0.037 0.00
C -3.525 1.475 2.758 0.037 -0.006 -0.006 0.00
C -2.403 1.387 1.946 -0.001 -0.019 0.105 0.00
C 0.346 3.867 0.373 -0.051 -0.237 -0.020 0.00
Br -0.645 3.257 -1.139 0.071 0.153 0.091 0.01
C 0.633 5.214 0.411 -0.094 0.011 -0.199 0.00
F 0.283 6.020 -0.584 0.009 -0.002 0.019 0.00
H 3.180 1.580 1.285 0.003 -0.006 0.001 0.00
H 5.027 0.217 2.153 -0.003 -0.006 0.002 0.00
H 4.559 -1.817 3.483 -0.006 0.008 -0.007 0.00
H 2.222 -2.471 3.953 -0.008 0.008 -0.013 0.00
H 0.363 -1.107 3.089 -0.007 -0.042 0.004 0.00
H -0.036 0.944 4.343 -0.013 -0.017 0.007 0.00
H -2.038 1.061 5.772 0.006 0.001 -0.008 0.00
H -4.266 1.408 4.768 0.017 -0.003 -0.006 0.00
H -4.499 1.643 2.318 0.013 -0.004 0.000 0.00
H -2.502 1.486 0.872 -0.013 0.015 0.014 0.00
C -0.664 -2.958 0.910 0.007 -0.063 -0.064 0.00
C -0.450 -3.209 -0.578 -0.013 0.113 0.064 0.00
As 0.842 -1.964 -1.334 0.030 0.063 -0.024 0.02
C 1.121 -2.720 -3.116 -0.098 0.055 0.011 0.00
C -0.179 -2.968 -3.879 0.078 0.016 0.014 0.00
C 2.489 -2.440 -0.391 0.030 0.054 -0.080 0.01
C 3.752 -2.258 -1.231 -0.061 0.000 0.099 0.00
H -1.440 -3.615 1.305 0.003 0.018 0.015 0.00
H -0.972 -1.925 1.089 -0.007 0.019 0.019 0.00
H 0.250 -3.142 1.477 -0.008 0.016 0.011 0.00
H -1.375 -3.065 -1.135 -0.045 -0.029 0.013 0.00
H -0.094 -4.222 -0.765 0.025 -0.030 -0.021 0.00
H 1.671 -3.652 -2.985 0.034 -0.041 0.023 0.00
H 1.770 -2.028 -3.652 0.017 0.014 -0.031 0.00
H -0.800 -3.711 -3.377 -0.015 -0.004 -0.004 0.00
H 0.042 -3.347 -4.878 -0.011 0.001 0.012 0.00
H -0.764 -2.055 -3.994 -0.001 -0.033 -0.002 0.00
H 2.381 -3.476 -0.064 -0.010 -0.035 0.009 0.00
H 2.529 -1.811 0.497 0.001 -0.012 0.046 0.00
H 4.630 -2.459 -0.617 0.016 -0.012 -0.022 0.00
H 3.837 -1.239 -1.607 0.009 -0.026 -0.003 0.00
H 3.776 -2.942 -2.078 0.014 -0.008 -0.027 0.00
```
Positions in Å, forces in eV/Å.

## Properties
* charge: +1
* spin multiplicity: 3
* orbital gap (alpha / beta): 7.72 / 6.01 eV
* lowest unoccupied orbital energy (alpha / beta): -3.36 / -5.20 eV

This record from OMol25 describes a cluster of 16 separate species, C21H74N12O16 in total. The level of theory is wB97M-V/def2-TZVPD.

```
123
Properties=species:S:1:pos:R:3:forces:R:3:lowdin_charge:R:1
C -2.238 -4.600 0.772 0.478 0.947 -1.001 -0.08
C -2.254 -6.016 1.317 0.344 1.017 -0.276 -0.36
O -3.288 -6.797 0.807 -1.260 -0.318 0.183 -0.06
H -3.143 -4.060 1.166 0.834 -0.330 -0.478 0.08
H -2.206 -4.552 -0.390 -0.059 -0.141 1.969 0.10
H -1.315 -4.083 1.180 -1.107 -0.310 -0.548 0.07
H -2.447 -5.910 2.364 0.577 -0.052 1.010 0.09
H -1.315 -6.518 1.138 0.398 -0.218 -0.018 0.11
H -3.973 -6.646 1.477 -0.222 -0.555 -0.800 0.10
C -1.182 0.576 -3.804 -0.592 0.361 -0.321 -0.04
C -1.466 1.933 -4.552 2.840 -0.770 3.037 -0.29
O -0.747 2.033 -5.727 2.284 -1.143 -1.085 -0.05
H -2.098 -0.015 -3.620 0.248 0.815 0.765 0.06
H -0.471 0.683 -2.960 -1.094 0.266 0.008 0.05
H -0.658 -0.176 -4.352 0.653 -0.054 -1.441 0.05
H -1.270 2.766 -3.842 0.441 -0.523 -0.298 0.08
H -2.378 2.177 -4.863 -4.731 -0.231 -0.408 0.07
H -0.749 2.922 -6.030 -0.115 1.112 -0.421 0.06
C -0.066 -0.849 0.135 0.011 -0.645 -1.149 -0.07
C 0.142 0.479 0.724 0.702 1.797 -1.114 -0.30
O -1.101 1.127 1.021 0.154 -0.205 0.969 -0.09
H -0.552 -1.567 0.800 -0.089 0.117 -0.114 0.06
H 0.891 -1.274 -0.238 -0.677 0.322 0.140 0.06
H -0.702 -0.511 -0.678 -0.371 -1.333 -0.753 0.07
H 0.740 1.089 -0.030 -0.726 -0.453 0.971 0.12
H 0.747 0.345 1.579 0.250 0.742 1.441 0.06
H -1.493 1.662 0.299 0.607 -0.442 0.053 0.06
C 2.399 4.443 2.281 0.045 0.499 0.421 -0.06
C 1.484 3.384 1.760 -2.085 2.041 -0.641 -0.27
O 1.048 3.759 0.435 0.419 -0.207 -0.536 -0.14
H 2.149 5.433 1.874 0.287 -0.416 -0.258 0.09
H 3.431 4.146 2.104 0.175 0.491 -0.195 0.07
H 2.245 4.579 3.331 0.126 -0.110 0.965 0.06
H 0.573 3.179 2.351 0.314 0.482 -0.277 0.12
H 1.965 2.487 1.705 1.363 -2.596 -0.198 0.04
H 1.791 3.646 -0.216 -0.868 -0.091 1.198 0.06
C 4.561 -0.601 -0.902 0.930 1.680 0.747 -0.03
C 4.474 -0.435 0.601 3.294 -1.860 1.315 -0.38
O 3.313 0.022 1.069 -5.535 1.172 -0.653 -0.11
H 4.193 0.338 -1.326 0.169 -0.260 -0.260 0.06
H 3.859 -1.357 -1.112 -0.507 -1.234 -0.957 0.04
H 5.622 -0.753 -1.253 -1.302 -0.215 0.422 0.11
H 5.071 0.315 1.056 2.595 0.398 -0.543 0.11
H 4.712 -1.394 1.129 0.227 0.255 -0.570 0.12
H 3.030 -0.172 1.963 0.360 -0.158 -0.007 0.04
C 1.737 -0.186 3.999 -9.227 5.207 0.227 -0.64
O 0.452 0.418 4.054 6.440 -2.991 -0.191 -0.13
N 2.813 0.502 3.846 5.505 2.153 -0.418 0.16
N 1.892 -1.441 3.918 0.808 -5.502 0.050 0.17
H 2.947 1.491 3.909 -0.909 0.343 0.191 0.13
H 3.743 0.046 3.693 -1.435 0.383 0.550 0.14
H 1.022 -2.037 3.842 1.365 0.595 0.778 0.08
H 2.854 -1.838 4.051 -1.753 0.295 -0.213 0.15
C -2.168 3.926 -1.124 -9.202 3.530 -1.268 -0.58
O -3.472 4.379 -1.380 6.699 -2.308 1.232 -0.14
N -1.188 4.750 -0.796 1.346 1.513 0.791 0.12
N -1.775 2.688 -1.226 1.373 -1.371 -0.105 0.17
H -1.314 5.750 -0.626 -0.377 -0.906 -0.028 0.15
H -0.381 4.267 -0.376 0.055 0.773 0.392 0.07
H -2.346 1.924 -1.501 -1.131 -0.564 -0.410 0.05
H -0.783 2.585 -1.401 0.313 -0.446 0.011 0.07
C 1.171 3.575 -3.011 -1.674 -3.691 3.748 -0.51
O 0.998 2.499 -2.144 1.464 4.639 -4.621 -0.13
N 2.274 3.808 -3.755 1.350 -2.843 -2.384 0.12
N 0.285 4.529 -3.020 -1.772 1.241 -0.475 0.20
H 2.748 2.940 -4.102 -0.724 1.025 0.487 0.17
H 2.407 4.570 -4.415 -0.746 -0.070 0.370 0.14
H -0.545 4.497 -2.377 1.140 0.290 -0.438 0.08
H 0.279 5.292 -3.703 0.274 -0.643 0.443 0.14
C -1.015 -3.691 4.337 -5.322 2.866 3.931 -0.65
O -2.041 -3.356 5.124 4.274 -1.749 -3.514 -0.07
N -0.390 -2.894 3.521 1.918 2.446 -2.813 0.12
N -0.465 -4.866 4.309 -1.016 -4.350 2.156 0.17
H -0.771 -1.964 3.334 -0.180 -0.363 -0.050 0.11
H 0.371 -3.317 2.889 -2.006 1.038 0.808 0.09
H -0.971 -5.554 4.833 0.097 -0.268 0.265 0.12
H 0.300 -5.208 3.806 1.024 0.161 -0.876 0.08
C 4.158 3.422 -0.808 4.955 1.596 4.306 -0.62
O 5.180 3.761 0.044 -4.573 -2.101 -3.246 -0.14
N 3.964 4.187 -1.852 1.872 2.751 -1.415 0.14
N 3.299 2.431 -0.624 0.815 -2.131 2.669 0.14
H 4.734 4.911 -1.895 -1.543 -1.189 -0.216 0.15
H 3.340 3.981 -2.656 1.044 0.438 1.260 0.01
H 3.490 1.818 0.224 -0.679 1.041 -1.721 0.12
H 2.588 2.164 -1.297 -0.115 0.048 -0.036 0.06
C -3.702 -0.784 -1.330 0.386 6.839 3.011 -0.65
O -3.353 0.513 -1.209 -0.317 -5.738 -0.557 -0.07
N -4.635 -1.072 -2.161 -4.174 -0.854 -6.433 0.15
N -3.505 -1.729 -0.439 2.665 -1.769 2.645 0.16
H -4.761 -0.346 -2.919 -0.012 -1.253 1.441 0.16
H -5.142 -2.002 -2.369 1.664 2.107 0.871 0.17
H -2.827 -1.599 0.358 -0.894 0.116 -0.810 0.10
H -4.004 -2.618 -0.459 0.172 0.650 -0.107 0.12
C -2.380 3.467 2.913 -0.131 1.009 -0.463 -0.15
O -3.280 2.419 2.611 -1.628 1.826 1.096 -0.09
H -2.820 4.292 3.484 -0.296 -0.591 0.221 0.08
H -2.045 3.964 1.987 0.210 -0.258 0.095 0.07
H -1.553 3.022 3.436 0.665 0.262 0.391 0.07
H -2.676 1.839 2.233 1.293 -2.226 -1.348 -0.02
C 2.446 -3.359 1.097 2.413 0.555 -1.612 -0.16
O 1.410 -3.926 1.730 -2.188 -0.423 2.150 -0.10
H 2.614 -2.390 1.505 0.460 0.599 0.671 0.05
H 2.169 -3.136 0.089 0.112 -0.072 -1.130 0.06
H 3.341 -4.009 1.118 -0.131 0.563 -0.004 0.12
H 1.354 -4.830 1.510 -0.283 -1.590 -0.479 0.09
C -2.173 -3.382 -3.553 -5.169 4.121 0.379 -0.16
O -1.695 -2.643 -2.479 0.418 -0.137 1.732 -0.16
H -2.977 -4.055 -3.282 -0.241 -0.263 0.051 0.09
H -1.519 -3.866 -4.108 3.690 -2.458 -1.924 0.03
H -2.567 -2.580 -4.275 -0.076 -1.325 0.465 0.12
H -2.410 -2.410 -1.831 1.067 -0.500 -0.790 0.04
C -3.853 -1.000 2.460 0.141 0.250 -0.654 -0.11
O -2.456 -1.106 2.181 0.080 -0.052 0.198 -0.18
H -4.186 -0.098 1.930 -0.573 -0.361 0.218 0.09
H -4.068 -0.930 3.513 0.067 0.060 0.446 0.09
H -4.323 -1.904 2.060 -0.157 0.222 0.085 0.07
H -2.137 -0.192 2.105 0.429 -0.143 -0.203 0.05
C 1.448 -2.091 -2.833 1.821 -0.682 -0.959 -0.19
O 0.606 -2.415 -3.891 -1.725 -1.084 -0.379 -0.15
H 1.394 -2.846 -2.032 -0.158 0.475 0.095 0.07
H 1.236 -1.062 -2.489 0.578 -0.440 0.112 0.07
H 2.464 -2.277 -3.337 -0.838 1.052 1.295 0.11
H -0.185 -2.859 -3.513 1.124 0.987 -0.334 0.03
```
Positions in Å, forces in eV/Å.

## Properties
* orbital gap: 8.27 eV
* lowest unoccupied orbital energy: -0.24 eV